No. 1
# C2H11NO5

A 4-piece molecular cluster, C2H11NO5 overall at a distorted geometry (ωB97M-V/def2-TZVPD, OMol25).

```
! RIJCOSX wB97M-V def2-TZVPD def2/J DEFGRID3
* xyz 0 1
O 1.084 -1.413 -0.585
C 0.198 -0.602 -0.351
N -0.850 -0.482 -1.207
C -0.849 -0.941 -2.591
O -1.476 -2.214 -2.665
H 0.233 -0.038 0.587
H -1.561 0.189 -0.950
H -1.440 -0.297 -3.234
H 0.194 -1.169 -2.861
H -1.727 -2.576 -1.824
H -0.886 1.357 2.075
H -2.165 2.036 1.741
O -1.841 1.223 2.152
H 2.365 -1.343 1.412
H 2.289 -0.665 2.735
O 2.414 -0.444 1.805
H 1.564 3.234 1.323
H 1.497 1.682 1.138
O 0.957 2.463 1.298
*
```

Its orbital gap is 10.715 eV. As for the structure (SMILES): O=CNCO.O.O.O. The highest occupied orbital energy is -10.26 eV. The value obtained for the relative energy (zero: lowest compared OMol25 entry of this formula, charge and spin) is 0.9401 eV.

No. 2
# C2H11NO5

A 4-piece molecular cluster, C2H11NO5 overall at a distorted geometry (ωB97M-V/def2-TZVPD, OMol25).

```
! RIJCOSX wB97M-V def2-TZVPD def2/J DEFGRID3
* xyz 0 1
O 1.736 -1.079 0.208
C 0.880 -1.642 -0.412
O 1.201 -2.090 -1.689
C -0.616 -1.919 -0.197
N -1.229 -1.290 0.891
H 1.991 -1.674 -2.056
H -1.055 -1.614 -1.177
H -0.656 -3.036 -0.278
H -1.029 -0.319 1.104
H -1.372 -1.884 1.697
H -1.220 1.625 0.346
H -0.350 2.154 -0.614
O -1.195 2.437 -0.182
H -0.359 1.961 2.125
H 0.007 0.765 3.043
O -0.290 0.998 2.162
H 1.871 2.369 -1.264
H 0.589 2.368 -2.176
O 1.094 1.870 -1.530
*
```

Its orbital gap is 9.301 eV. As for the structure (SMILES): NCC(=O)O.O.O.O. The highest occupied orbital energy is -8.89 eV. The value obtained for the relative energy (zero: lowest compared OMol25 entry of this formula, charge and spin) is 1.0582 eV.

No. 3
# C2H11O6P4

An isolated ion of composition C2H11O6P4 and charge +1 at a distorted geometry (ωB97M-V/def2-TZVPD, OMol25).

```
! RIJCOSX wB97M-V def2-TZVPD def2/J DEFGRID3
* xyz 1 1
C 1.599 0.237 -2.496
C 1.488 1.228 -1.232
O -2.564 -1.603 0.519
O 0.885 -0.085 3.172
O 2.076 -1.720 1.829
O -1.581 2.039 1.024
O -0.129 -1.431 -0.815
O 1.224 0.505 -0.021
P -3.505 -0.202 0.190
P 0.583 -1.366 2.283
P -1.755 1.168 -0.355
P -0.090 -0.359 0.310
H 2.310 -0.599 -2.170
H 0.783 -0.246 -3.034
H 2.225 0.882 -3.201
H 0.713 1.946 -1.482
H 2.438 1.718 -1.047
H -2.720 -1.957 1.395
H 0.199 0.350 3.684
H 2.685 -1.078 2.002
H -2.189 2.781 1.257
H -0.996 -1.790 -0.673
H -3.678 -0.420 -1.138
*
```

Its orbital gap is 8.095 eV. The highest occupied orbital energy is -12.54 eV. The value obtained for the relative energy (zero: lowest compared OMol25 entry of this formula, charge and spin) is 0.4883 eV.

No. 4
# C2H12N2O2

A 3-piece molecular cluster, C2H12N2O2 overall at a distorted geometry (ωB97M-V/def2-TZVPD, OMol25).

```
! RIJCOSX wB97M-V def2-TZVPD def2/J DEFGRID3
* xyz 0 1
N 0.277 -1.114 -0.975
C -0.725 -0.023 -1.030
C -0.330 1.172 -0.166
N 0.271 0.686 1.097
H 0.112 -1.665 -0.142
H 0.142 -1.761 -1.748
H -0.916 0.179 -2.081
H -1.698 -0.377 -0.653
H -1.212 1.757 0.089
H 0.360 1.816 -0.719
H 0.144 1.427 1.776
H 1.274 0.661 0.957
H 1.971 -0.158 -0.944
H 3.429 0.244 -1.328
O 2.617 0.584 -0.942
H -2.028 -1.877 2.537
H -1.424 -0.554 2.047
O -2.264 -0.999 2.225
*
```

Its orbital gap is 10.492 eV. As for the structure (SMILES): NCCN.O.O. The highest occupied orbital energy is -9.61 eV. The value obtained for the relative energy (zero: lowest compared OMol25 entry of this formula, charge and spin) is 0.1767 eV.

No. 5
# C2H12N2O2

A 3-piece molecular cluster, C2H12N2O2 overall at a distorted geometry (ωB97M-V/def2-TZVPD, OMol25).

```
! RIJCOSX wB97M-V def2-TZVPD def2/J DEFGRID3
* xyz 0 1
C 1.258 -0.789 -1.840
N 0.001 -0.679 -1.084
C 0.142 0.188 0.063
N -1.159 0.370 0.665
H 1.127 -1.538 -2.611
H 1.473 0.169 -2.328
H 2.090 -0.952 -1.155
H -0.665 -0.249 -1.713
H 0.557 1.153 -0.242
H 0.847 -0.260 0.768
H -1.645 -0.506 0.809
H -1.166 0.866 1.550
H -1.973 4.505 1.833
H -1.909 3.158 2.551
O -1.386 3.934 2.339
H 0.777 -3.895 0.116
H 0.436 -2.445 0.037
O 1.194 -3.030 0.243
*
```

Its orbital gap is 10.019 eV. As for the structure (SMILES): CNCN.O.O. The highest occupied orbital energy is -9.19 eV. The value obtained for the relative energy (zero: lowest compared OMol25 entry of this formula, charge and spin) is 0.8006 eV.

No. 6
# C2H12N2O2

A 3-piece molecular cluster, C2H12N2O2 overall at a distorted geometry (ωB97M-V/def2-TZVPD, OMol25).

```
! RIJCOSX wB97M-V def2-TZVPD def2/J DEFGRID3
* xyz 0 1
C 0.399 -1.712 -1.141
N 0.508 -0.530 -0.263
C 1.722 0.262 -0.581
N 1.436 1.684 -0.750
H 0.421 -1.398 -2.181
H 1.195 -2.438 -0.958
H -0.530 -2.223 -0.896
H 0.521 -0.869 0.690
H 2.186 -0.142 -1.469
H 2.400 0.265 0.274
H 0.661 1.814 -1.389
H 1.280 2.146 0.132
H -1.883 0.765 2.714
H -0.788 0.931 1.735
O -0.932 0.961 2.694
H -1.732 -0.083 -0.441
H -2.726 -1.071 -1.006
O -2.471 -0.654 -0.177
*
```

Its orbital gap is 10.111 eV. As for the structure (SMILES): CNCN.O.O. The highest occupied orbital energy is -9.37 eV. The value obtained for the relative energy (zero: lowest compared OMol25 entry of this formula, charge and spin) is 0.7706 eV.

No. 7
# C2H12N2O3

A 4-piece molecular cluster, C2H12N2O3 overall at a distorted geometry (ωB97M-V/def2-TZVPD, OMol25).

```
! RIJCOSX wB97M-V def2-TZVPD def2/J DEFGRID3
* xyz -1 2
C 0.146 0.096 1.243
C -0.120 -1.183 1.459
N -0.346 -1.722 2.735
N 0.548 0.628 -0.008
H 0.014 0.817 2.034
H 0.017 -1.858 0.622
H -0.490 -2.717 2.831
H 0.287 -1.394 3.453
H 0.116 0.088 -0.760
H 0.216 1.579 -0.149
H -3.450 -0.623 0.902
H -3.785 0.851 0.927
O -4.137 -0.011 1.189
H 0.835 1.368 -4.577
H 0.005 1.371 -3.184
O 0.896 1.325 -3.608
H 2.252 0.575 -1.671
H 3.293 0.697 -2.699
O 3.209 0.456 -1.760
*
```

Its orbital gap (spin up / spin down) is 2.929 / 7.916 eV. The expectation value of S² is 0.75. The highest occupied orbital energy (spin up / spin down) is 0.52 / -4.51 eV. The value obtained for the relative energy (zero: lowest compared OMol25 entry of this formula, charge and spin) is 0.7960 eV.

No. 8
# C2H12N2O3

A 4-piece molecular cluster, C2H12N2O3 overall at a distorted geometry (ωB97M-V/def2-TZVPD, OMol25).

```
! RIJCOSX wB97M-V def2-TZVPD def2/J DEFGRID3
* xyz 0 1
C -2.827 -2.159 1.273
C -2.137 -1.178 0.651
N -1.548 -0.136 1.493
N -3.117 -3.483 1.001
H -3.060 -1.763 2.261
H -1.965 -0.995 -0.388
H -0.561 -0.254 1.278
H -1.558 -0.432 2.493
H -2.950 -4.016 0.169
H -3.921 -3.787 1.529
H -2.452 3.820 -2.600
H -3.716 3.156 -3.381
O -2.772 3.182 -3.237
H 7.308 1.522 -0.612
H 5.912 1.958 -1.196
O 6.773 1.588 -1.404
H 4.456 1.767 0.196
H 3.635 0.398 0.250
O 4.499 0.810 0.224
*
```

Its orbital gap is 7.851 eV. As for the structure (SMILES): N/C=C/N.O.O.O. The highest occupied orbital energy is -7.34 eV. The value obtained for the relative energy (zero: lowest compared OMol25 entry of this formula, charge and spin) is 2.4075 eV.

No. 9
# C2H12N2O4

A 4-piece molecular cluster, C2H12N2O4 overall at a distorted geometry (ωB97M-V/def2-TZVPD, OMol25).

```
! RIJCOSX wB97M-V def2-TZVPD def2/J DEFGRID3
* xyz 0 1
N -1.901 -0.255 -0.944
C -0.590 -0.888 -0.940
C 0.286 0.167 -0.231
N 0.294 1.495 -0.895
O 1.619 -0.462 -0.192
H -2.600 -0.937 -1.122
H -2.064 -0.049 0.040
H -0.741 -1.686 -0.245
H -0.193 -1.173 -1.931
H -0.455 1.526 -1.655
H 1.265 1.912 -1.082
H 2.272 0.183 -0.751
H 3.791 0.973 -1.988
O 3.102 1.139 -1.317
H -0.102 0.262 0.833
H -0.300 -1.766 3.044
O -0.256 -1.179 2.252
H -3.261 0.026 2.170
H -1.205 -0.672 2.212
O -2.382 0.133 1.804
*
```

Its orbital gap is 3.634 eV. The highest occupied orbital energy is -9.11 eV. The value obtained for the relative energy (zero: lowest compared OMol25 entry of this formula, charge and spin) is 10.2345 eV.

No. 10
# C2H12N3SW

C2H12N3SW as an isolated structure at a distorted geometry (ωB97M-V/def2-TZVPD, OMol25).

```
! RIJCOSX wB97M-V def2-TZVPD def2/J DEFGRID3
* xyz 1 3
C -1.528 -0.722 -1.667
W 0.819 0.031 -1.013
N 1.967 0.894 -2.570
H 1.008 -1.373 -0.062
H -1.618 0.300 -1.385
H -2.206 -1.303 -1.016
H -0.495 -1.252 -1.658
H -1.889 -0.793 -2.703
H 2.949 0.604 -2.511
H 1.980 1.921 -2.610
H 1.652 0.589 -3.498
N 0.169 -0.941 2.560
C -0.154 0.311 2.262
N -1.015 0.982 3.034
S 0.588 1.182 0.916
H -0.215 -1.397 3.385
H 0.781 -1.477 1.969
H -1.266 1.912 2.769
H -1.528 0.533 3.798
*
```

Its orbital gap (spin up / spin down) is 6.866 / 6.511 eV. The expectation value of S² is 2.28. The highest occupied orbital energy (spin up / spin down) is -10.25 / -9.99 eV. The value obtained for the relative energy (zero: lowest compared OMol25 entry of this formula, charge and spin) is 0.0000 eV.

No. 11
# C2H12N4

C2H12N4 as an isolated structure at a distorted geometry (ωB97M-V/def2-TZVPD, OMol25).

```
! RIJCOSX wB97M-V def2-TZVPD def2/J DEFGRID3
* xyz 0 1
C -0.283 -1.215 -1.180
N -0.646 -1.754 0.038
N 1.127 -1.198 -1.347
H -1.637 -1.956 0.092
H 1.443 -0.947 -2.272
H -0.283 -1.038 0.882
H 1.600 -2.002 -0.955
H -0.858 -1.581 -2.042
H -0.557 0.138 -1.041
C -0.676 1.469 -0.600
N 0.566 0.080 1.645
N 0.289 1.311 2.180
H 1.268 0.213 0.915
H 1.038 1.992 2.213
H -0.237 1.252 3.040
H -1.259 1.893 -1.413
H 0.309 1.907 -0.494
H -1.204 1.434 0.339
*
```

Its orbital gap (spin up / spin down) is 9.068 / 6.347 eV. The highest occupied orbital energy (spin up / spin down) is -8.21 / -5.93 eV. The value obtained for the relative energy (zero: lowest compared OMol25 entry of this formula, charge and spin) is 4.8494 eV.

No. 12
# C2H12N4O4P2

A 2-piece molecular cluster, C2H12N4O4P2 overall at a distorted geometry (ωB97M-V/def2-TZVPD, OMol25).

```
! RIJCOSX wB97M-V def2-TZVPD def2/J DEFGRID3
* xyz 0 1
C 1.307 -2.159 1.836
C 1.583 -0.705 1.286
N 2.130 0.932 -0.923
N 1.028 -1.317 -1.601
N -1.019 1.584 -1.572
N -3.093 1.342 -0.075
O 3.370 -1.323 -0.486
O -1.218 2.201 0.966
O 0.650 -2.805 0.812
O 1.746 0.280 1.973
P 2.060 -0.696 -0.480
P -1.476 0.895 -0.099
H 2.179 -2.668 2.006
H 0.590 -1.943 2.749
H 1.262 1.439 -1.158
H 2.704 1.643 -0.443
H 1.452 -1.049 -2.522
H 0.023 -1.188 -1.508
H -1.726 2.162 -2.000
H -0.427 1.113 -2.259
H -3.583 0.998 0.671
H -3.761 1.201 -0.868
H 1.133 -3.521 0.502
H -0.487 2.366 1.543
*
```

Its orbital gap is 9.679 eV. As for the structure (SMILES): NP(N)(=O)C(=O)CO.NP(N)O. The highest occupied orbital energy is -9.08 eV. The value obtained for the relative energy (zero: lowest compared OMol25 entry of this formula, charge and spin) is 1.3639 eV.

No. 13
# C2H12NO2

A 3-piece molecular cluster, C2H12NO2 overall at a distorted geometry (ωB97M-V/def2-TZVPD, OMol25).

```
! RIJCOSX wB97M-V def2-TZVPD def2/J DEFGRID3
* xyz 1 1
C 0.233 -2.043 -0.027
C -0.814 -0.940 -0.116
N -0.391 0.256 0.555
H 0.015 -2.795 -0.812
H 1.262 -1.737 -0.157
H 0.145 -2.566 0.935
H -0.932 -0.604 -1.151
H -1.779 -1.348 0.121
H -0.146 0.174 1.540
H -1.276 1.008 0.502
H 0.373 0.709 -0.004
H 3.477 0.661 -1.139
H 2.700 -0.271 -1.676
O 2.671 0.196 -0.908
H -1.902 3.292 0.019
H -1.982 3.275 1.539
O -1.653 2.734 0.782
*
```

Its orbital gap is 12.416 eV. The highest occupied orbital energy is -15.59 eV. The value obtained for the relative energy (zero: lowest compared OMol25 entry of this formula, charge and spin) is 0.9576 eV.

No. 14
# C2H12NO2

A 3-piece molecular cluster, C2H12NO2 overall at a distorted geometry (ωB97M-V/def2-TZVPD, OMol25).

```
! RIJCOSX wB97M-V def2-TZVPD def2/J DEFGRID3
* xyz 1 1
C -0.486 1.082 -0.261
N 0.730 0.361 0.164
C 0.485 -0.962 0.848
H -0.320 2.102 -0.578
H -1.251 1.054 0.519
H -0.960 0.466 -1.025
H 1.201 0.226 -0.754
H 1.450 0.835 0.721
H 0.087 -1.589 0.056
H 1.426 -1.261 1.305
H -0.211 -0.831 1.667
H -2.570 -1.920 1.983
H -3.264 -0.610 1.554
O -2.432 -0.998 1.835
H 2.361 1.180 -2.974
H 2.109 -0.266 -2.529
O 1.777 0.639 -2.444
*
```

Its orbital gap is 12.091 eV. The highest occupied orbital energy is -15.23 eV. The value obtained for the relative energy (zero: lowest compared OMol25 entry of this formula, charge and spin) is 0.8810 eV.